[1]
Molecular formula: C26H23Br3CeN8O5
Method: DFT, ωB97M-V with the def2-TZVPD basis set

The geometry in XYZ format:
```
66
Properties=species:S:1:pos:R:3
Ce 0.18598 -0.58761 -1.51661
O -3.96528 -1.67283 2.92513
C -4.56466 -1.04169 1.86436
C -5.91883 -0.74001 1.88857
C -6.48453 0.05489 0.90309
C -5.66792 0.51931 -0.14983
C -4.34306 0.14271 -0.18726
C -3.78662 -0.68572 0.76920
C -2.29928 -1.12514 0.61509
O -1.78138 -1.02024 -0.64990
N -1.46560 -0.31183 1.55308
N -0.18674 -0.26546 1.22758
C 0.78437 0.05613 1.98150
C 2.01891 0.18428 1.23398
Br 2.74645 -1.87535 -2.12647
C 3.20653 -0.39291 1.44958
C 3.69490 -1.09430 2.63886
C 5.08780 -0.96043 2.81783
C 5.71702 -1.44845 3.95339
C 4.94540 -2.10044 4.92329
C 3.57040 -2.22512 4.72642
C 2.93045 -1.75492 3.59230
H -4.57536 -1.82337 3.65827
H -6.51060 -1.14979 2.70280
H -7.53858 0.28167 0.88612
H -6.09063 1.07125 -0.97915
H -3.73697 0.47464 -1.04825
H -2.25899 -2.18408 0.99762
H -1.65470 -0.38667 2.54218
H 0.63660 0.29560 3.03835
H 3.94314 -0.18707 0.69400
H 5.67817 -0.45907 2.04691
H 6.77666 -1.30516 4.11627
H 5.39217 -2.50159 5.84934
H 2.94656 -2.72782 5.46447
H 1.87469 -1.94571 3.50836
N -0.45382 -3.20051 -2.30240
N -0.06450 -3.47343 -3.62121
C 0.08137 -2.57758 -4.63101
N 0.40281 -3.05506 -5.80553
N -0.11465 -1.29655 -4.27836
N -0.30408 -0.44983 -5.32140
O -0.39437 0.70462 -4.98484
O -0.37674 -0.80238 -6.49203
H 0.16869 -3.70874 -1.73185
H -1.40929 -3.48778 -2.16292
H 0.06238 -4.44076 -3.83312
H 0.42564 -4.04763 -5.98045
H 0.38021 -2.41322 -6.58295
Br 3.86480 2.54521 2.05843
C 2.47128 3.06959 0.91904
C 2.25204 4.45953 0.98801
C 1.34859 5.08818 0.18647
Br 1.39715 6.98776 0.20183
C 0.50914 4.29642 -0.64518
C -0.51478 4.80236 -1.46183
C -1.23371 3.97563 -2.27969
C -0.88615 2.63465 -2.31646
N 0.06092 2.09013 -1.58000
C 0.74595 2.87502 -0.71073
C 1.74031 2.24865 0.10765
O 1.86189 0.87755 -0.00423
H 2.86924 5.06393 1.64336
H -0.71745 5.87585 -1.45373
H -2.04816 4.32977 -2.88480
H -1.43114 1.92098 -2.95058
```

## Properties
- net charge = +1
- <S²> = 0.75
- LUMO energy (alpha / beta) (eV) = -3.12 / -3.12
- 2S+1 = 2
- Kohn-Sham gap (alpha / beta) (eV) = 7.457 / 7.460

=====

[2]
Molecular formula: C26H23Cl5N2O4Se4Tm
Method: DFT, ωB97M-V with the def2-TZVPD basis set

The geometry in XYZ format:
```
65
Properties=species:S:1:pos:R:3
Tm 0.13533 2.46624 0.08265
Se 1.96925 1.08305 2.40507
Se 2.43772 2.75403 3.95097
Se 2.20664 4.07743 1.78928
Se 0.23263 5.12888 1.15490
C 0.56713 -7.08982 -0.71671
C 0.22228 -5.75447 -1.25436
C -1.01943 -5.65626 -1.91651
C -1.42709 -4.48292 -2.52141
C -0.61464 -3.37201 -2.29915
C 0.56693 -3.38829 -1.59778
N 1.20292 -2.16353 -1.37077
C 2.23900 -1.63206 -2.11882
C 3.17080 -2.52096 -2.71782
C 4.35668 -2.07157 -3.21975
C 4.55998 -0.71950 -3.28094
C 3.70214 0.20599 -2.66973
C 2.50094 -0.22673 -2.08728
C 1.68447 0.73859 -1.22100
O 2.08088 1.93421 -1.10093
O 0.59619 0.33426 -0.63833
C 0.94914 -4.58837 -1.03998
C 2.01880 -4.58700 0.00073
H 0.73068 -7.84040 -1.51037
H -0.29116 -7.41254 -0.14530
H 1.48476 -7.01846 -0.14373
H -1.59697 -6.53386 -2.06633
H -2.37055 -4.41001 -3.04589
H -0.96830 -2.36399 -2.70003
H 0.67647 -1.46334 -0.81572
H 2.90331 -3.49235 -2.61718
H 5.11351 -2.80799 -3.53319
H 5.39789 -0.36048 -3.87205
H 4.05561 1.25261 -2.53890
H 2.83972 -5.29108 -0.26256
H 1.63817 -4.86571 0.97602
H 2.42233 -3.56151 0.06991
O -3.16797 1.08059 2.14991
C -2.14411 1.80845 2.54044
O -1.31232 2.25820 1.76882
C -2.02853 1.94992 4.00910
N -3.03964 1.22268 4.77393
C -3.18509 1.82375 6.09396
C -2.54829 3.27185 5.96945
C -1.97676 3.42296 4.51951
H -1.01949 1.58065 4.25557
H -2.86122 0.21127 4.76578
H -3.81336 0.89477 2.89784
H -2.80930 1.14289 6.86082
H -4.25710 1.85981 6.33385
H -1.72146 3.33768 6.68162
H -3.27631 4.03867 6.28751
H -0.93476 3.81678 4.51806
H -2.60322 4.11491 3.92021
Cl -2.36269 1.97717 -0.96615
C -1.62429 3.22630 -2.03680
C -0.43962 3.84596 -1.75220
C 0.16543 4.75758 -2.57914
Cl 1.61263 5.46504 -2.12015
C -0.50354 5.23047 -3.67757
Cl 0.13224 6.52612 -4.53323
C -1.75698 4.67677 -4.00854
Cl -2.57670 5.15246 -5.46771
C -2.33943 3.71623 -3.13137
Cl -3.98225 3.28999 -3.48053
```

## Properties
- net charge = -1
- <S²> = 2.00
- LUMO energy (alpha / beta) (eV) = 2.04 / 2.04
- 2S+1 = 3
- Kohn-Sham gap (alpha / beta) (eV) = 5.428 / 5.435

=====

[3]
Molecular formula: C26H23ClFLuNO5S4
Method: DFT, ωB97M-V with the def2-TZVPD basis set

The geometry in XYZ format:
```
62
Properties=species:S:1:pos:R:3
Lu -0.01420 -2.07887 0.19732
C -3.48035 3.72459 -2.41361
C -3.01186 4.09534 -1.00754
C -2.14324 5.34512 -1.06365
C -1.63742 5.70291 0.32568
C -0.86041 4.54229 0.88135
C 0.20593 4.74291 1.73112
C 0.90063 3.65425 2.24299
F 1.94347 3.89080 3.06030
C 0.55132 2.37002 1.94069
C -0.52671 2.14581 1.07548
C -0.88351 0.76965 0.75101
O -0.19453 -0.17256 1.20534
C -2.02719 0.61325 -0.08947
C -2.64499 1.71621 -0.58885
N -2.26417 2.99109 -0.36621
C -1.22395 3.23275 0.52084
C -2.65837 -0.73177 -0.46695
O -3.74597 -0.69260 -1.02372
O -1.99367 -1.77566 -0.15653
H -3.83246 4.62497 -2.91640
H -4.30023 3.00997 -2.40759
H -2.65403 3.30651 -2.99032
H -3.88752 4.31217 -0.38512
H -2.73429 6.16095 -1.47953
H -1.29501 5.16383 -1.72976
H -2.48926 5.92310 0.97692
H -1.00799 6.59270 0.30047
H 0.50037 5.74742 2.00727
H 1.08181 1.51979 2.34836
H -3.50952 1.54827 -1.21316
O -3.32264 -7.41679 3.28862
C -2.56604 -6.54991 2.91205
S -2.48204 -4.93764 3.61714
C -1.24740 -4.26919 2.54611
C -0.78976 -5.08663 1.57639
S 0.45283 -4.73712 0.41240
S -1.49039 -6.70677 1.52498
S -0.74715 -2.63560 2.86151
C 3.53386 -2.67192 3.32633
C 3.07324 -2.93038 1.90327
O 1.99362 -2.05872 1.55745
H 4.35318 -3.34287 3.58769
H 2.70588 -2.84668 4.01650
H 3.86892 -1.63908 3.43839
H 2.75259 -3.96658 1.77859
H 3.87031 -2.72808 1.18667
H 1.32219 -2.16708 2.27971
Cl 1.46828 0.11246 -1.08399
C 2.30579 -0.88247 -2.25816
C 3.59381 -0.56334 -2.63348
C 4.29719 -1.44013 -3.44649
C 3.68447 -2.62888 -3.83492
C 2.38658 -2.91845 -3.46152
C 1.61580 -2.03584 -2.67512
C 0.25231 -2.29303 -2.25924
H 4.05070 0.34897 -2.27003
H 5.30716 -1.20421 -3.75457
H 4.23625 -3.33485 -4.44481
H 1.92266 -3.84580 -3.77543
H -0.16354 -3.18415 -2.72404
H -0.40136 -1.43443 -2.45878
```

## Properties
- net charge = -1
- LUMO energy (eV) = 1.44
- Kohn-Sham gap (eV) = 4.942

=====

What did we get for energy relative to the best compared isomer or geometry (same formula, charge and spin)? Answer: 0.0; 22.0; 21.7 kJ/mol, in the order shown.